Entry 1:
This record from the Open Molecules 2025 dataset describes a molecular structure, C8H21CeF3O4P2S at a distorted geometry. The level of theory is ωB97M-V with the def2-TZVPD basis set.

As for the max |F|: 0.3562 hartree/bohr. The value obtained for the LUMO energy (alpha / beta) is -0.3800 / -0.3800 hartree. The energy is -67282.3768 eV. The value obtained for the energy above the lowest of the compared OMol25 structures with the same formula, charge and spin is 1664.5 kJ/mol.

The geometry in ORCA input format:
```
! RIJCOSX wB97M-V def2-TZVPD def2/J DEFGRID3
* xyz 2 1
Ce -0.035 -0.106 -0.520
H -0.984 -0.587 0.443
H -0.990 0.304 0.447
P -0.057 -2.420 -0.951
P -0.059 2.212 -0.927
C 1.356 3.197 -0.262
H 1.284 4.262 -0.544
H 1.371 3.105 0.837
H 2.293 2.771 -0.655
C -0.026 2.639 -2.722
H -0.896 2.169 -3.207
H -0.047 3.732 -2.877
H 0.888 2.213 -3.166
C -1.522 3.171 -0.329
H -1.568 3.107 0.771
H -1.467 4.232 -0.633
H -2.434 2.712 -0.745
C 0.153 -2.833 -2.736
H 0.109 -3.923 -2.907
H -0.643 -2.327 -3.305
H 1.124 -2.439 -3.077
C 1.253 -3.450 -0.151
H 1.154 -3.369 0.944
H 1.184 -4.510 -0.452
H 2.239 -3.047 -0.436
C -1.599 -3.344 -0.520
H -2.449 -2.856 -1.023
H -1.540 -4.403 -0.829
H -1.758 -3.289 0.570
C 1.472 -0.108 0.670
O 2.414 -0.111 1.368
H -1.332 -0.109 -1.661
F 0.276 0.297 5.494
C 0.851 0.294 4.237
F 1.755 1.335 4.150
F 1.504 -0.906 4.033
S -0.440 0.512 2.978
O -1.223 -0.784 2.720
O -1.563 1.400 3.536
O -0.049 1.258 1.437
*
```


Entry 2:
This record from the Open Molecules 2025 dataset describes a molecular structure, C8H21N4OPdSSi at a distorted geometry. The level of theory is ωB97M-V with the def2-TZVPD basis set.

As for the max |F|: 0.0403 hartree/bohr. The value obtained for the LUMO energy is 0.1051 hartree. The energy is -38837.5250 eV. The value obtained for the energy above the lowest of the compared OMol25 structures with the same formula, charge and spin is 128.1 kJ/mol.

The geometry in ORCA input format:
```
! RIJCOSX wB97M-V def2-TZVPD def2/J DEFGRID3
* xyz -1 1
Pd 0.473 0.198 0.134
C -2.473 -4.504 0.223
C -2.067 -3.522 1.256
N -2.059 -3.727 2.538
N -1.630 -2.529 3.035
C -1.353 -1.597 2.100
S -0.836 -0.016 2.343
N -1.649 -2.256 0.952
N -1.583 -1.675 -0.322
H -2.829 -5.405 0.716
H -1.630 -4.762 -0.422
H -3.265 -4.093 -0.405
H -1.452 -2.415 4.015
H -0.685 -1.003 -0.291
H -1.333 -2.422 -0.963
C 3.965 0.214 0.312
Si 2.544 -0.151 -0.916
C 3.106 0.916 -2.403
C 3.050 -1.892 -1.523
H 4.948 0.119 -0.172
H 3.932 -0.475 1.165
H 3.876 1.231 0.712
H 4.094 0.594 -2.766
H 3.182 1.971 -2.111
H 2.397 0.857 -3.238
H 4.104 -1.901 -1.838
H 2.436 -2.210 -2.376
H 2.923 -2.637 -0.728
C -1.128 4.436 -1.490
C -0.476 3.289 -0.752
O -1.289 2.152 -0.918
H -0.513 5.338 -1.417
H -2.116 4.650 -1.075
H -1.250 4.181 -2.545
H -0.373 3.542 0.307
H 0.525 3.104 -1.142
H -0.814 1.338 -0.548
*
```


Entry 3:
This record from the Open Molecules 2025 dataset describes a molecular structure, C8H22AlN2O2 at a distorted geometry. The level of theory is ωB97M-V with the def2-TZVPD basis set.

As for the max |F|: 0.1073 hartree/bohr. The value obtained for the LUMO energy is -0.5814 hartree. The energy is -22289.3918 eV. The value obtained for the energy above the lowest of the compared OMol25 structures with the same formula, charge and spin is 166.1 kJ/mol.

The geometry in ORCA input format:
```
! RIJCOSX wB97M-V def2-TZVPD def2/J DEFGRID3
* xyz 3 1
Al -0.621 1.168 0.318
C 2.847 -1.338 1.624
C 1.681 -0.334 1.457
C 2.111 1.044 1.855
O 1.182 1.937 1.221
C 1.493 3.262 1.741
N 1.356 -0.416 0.019
H 3.632 -1.153 0.891
H 2.493 -2.353 1.444
H 3.191 -1.222 2.652
H 0.801 -0.543 2.067
H 3.122 1.240 1.499
H 2.226 1.127 2.936
H 0.941 4.001 1.160
H 2.530 3.552 1.573
H 1.214 3.358 2.791
H 1.423 -1.401 -0.196
H 2.145 -0.055 -0.499
C -3.940 -1.547 -1.487
C -2.733 -1.013 -0.766
C -1.551 -0.800 -1.799
O -0.330 -0.380 -1.176
C 0.765 -0.223 -2.047
N -3.015 0.336 -0.219
H -4.884 -1.451 -0.952
H -3.922 -2.591 -1.800
H -4.212 -0.898 -2.319
H -2.528 -1.727 0.032
H -1.761 0.022 -2.483
H -1.426 -1.738 -2.340
H 1.427 0.617 -1.832
H 0.431 0.002 -3.060
H 1.239 -1.199 -2.148
H -3.809 0.608 -0.781
H -3.520 0.103 0.623
*
```


Entry 4:
This record from the Open Molecules 2025 dataset describes 2 unconnected molecules or ions with the total composition C8H22BN2O5 at a distorted geometry. The level of theory is ωB97M-V with the def2-TZVPD basis set.

As for the max |F|: 0.0214 hartree/bohr. The value obtained for the LUMO energy is -0.1348 hartree. The energy is -22541.0132 eV.

The geometry in ORCA input format:
```
! RIJCOSX wB97M-V def2-TZVPD def2/J DEFGRID3
* xyz 1 1
C 3.578 -1.926 1.186
C 4.259 -1.286 -0.027
O 3.358 -0.470 -0.775
C 3.208 0.831 -0.265
C 1.901 1.383 -0.782
O 0.835 0.600 -0.176
C -0.346 1.133 -0.047
O -0.653 2.248 -0.498
N -1.258 0.275 0.572
C -1.945 0.838 1.755
N -1.512 0.112 2.946
B -2.124 -0.223 -0.525
O -3.268 0.576 -0.734
C -1.733 -1.439 -1.400
C -2.323 -2.699 -0.717
H 3.800 -1.407 2.120
H 2.496 -1.931 1.030
H 3.903 -2.964 1.303
H 5.128 -0.690 0.277
H 4.622 -2.046 -0.721
H 4.027 1.482 -0.598
H 3.173 0.820 0.835
H 1.837 1.251 -1.865
H 1.773 2.433 -0.512
H -3.026 0.776 1.609
H -1.683 1.895 1.863
H -2.306 -0.134 3.524
H -1.079 -0.761 2.665
H -4.099 0.089 -0.758
H -0.639 -1.524 -1.383
H -2.073 -1.362 -2.435
H -1.943 -3.613 -1.172
H -2.064 -2.717 0.349
H -3.417 -2.710 -0.769
O -2.807 3.337 -1.403
H -2.324 4.177 -1.411
H -2.323 2.661 -0.770
H -2.955 2.984 -2.293
*
```


Entry 5:
This record from the Open Molecules 2025 dataset describes a molecular structure, C8H22BrFeN2O2 at a distorted geometry. The level of theory is ωB97M-V with the def2-TZVPD basis set.

As for the expectation value of S²: 20.009. As for the max |F|: 0.0820 hartree/bohr. The value obtained for the LUMO energy (alpha / beta) is -0.1293 / -0.3206 hartree. The energy is -120138.8035 eV. The value obtained for the energy above the lowest of the compared OMol25 structures with the same formula, charge and spin is 394.6 kJ/mol.

The geometry in ORCA input format:
```
! RIJCOSX wB97M-V def2-TZVPD def2/J DEFGRID3
* xyz 1 9
Fe 15.341 12.710 6.214
Br 17.509 15.415 4.295
C 20.907 9.464 5.620
C 19.660 8.579 5.766
C 20.015 7.196 6.281
O 20.614 7.292 7.543
C 21.307 5.956 7.791
N 18.749 9.142 6.634
H 21.732 9.038 5.048
H 21.324 9.472 6.627
H 20.745 10.485 5.275
H 19.142 8.361 4.832
H 20.752 6.928 5.524
H 19.133 6.564 6.178
H 20.549 5.366 8.305
H 22.210 5.944 8.400
H 21.569 5.315 6.949
H 18.377 8.355 7.146
H 19.339 9.539 7.351
C 18.737 22.261 0.489
C 17.935 23.064 1.543
C 16.651 23.903 0.891
O 16.912 24.827 -0.098
C 17.719 25.912 0.220
N 17.253 22.078 2.377
H 18.134 21.629 -0.164
H 19.507 21.768 1.082
H 19.283 23.008 -0.087
H 18.550 23.766 2.106
H 16.087 24.328 1.722
H 15.942 23.210 0.439
H 17.948 26.497 -0.670
H 18.737 25.729 0.566
H 17.216 26.565 0.934
H 16.412 21.622 2.051
H 17.830 21.369 2.807
*
```


Entry 6:
This record from the Open Molecules 2025 dataset describes a molecular structure, C8H22BrHfN2O2 at a distorted geometry. The level of theory is ωB97M-V with the def2-TZVPD basis set.

As for the max |F|: 0.1034 hartree/bohr. The value obtained for the LUMO energy is -0.3397 hartree. The energy is -87045.4313 eV.

The geometry in ORCA input format:
```
! RIJCOSX wB97M-V def2-TZVPD def2/J DEFGRID3
* xyz 3 1
Hf -3.054 6.249 -5.413
Br -1.975 6.711 -3.313
C 2.204 0.208 5.797
C 1.009 1.072 5.611
C -0.624 0.251 1.374
O -1.051 1.499 0.733
C -2.366 1.859 1.129
N 0.944 1.916 4.697
H 2.206 -0.225 6.756
H 3.084 0.786 5.660
H 2.248 -0.530 5.021
H 0.132 1.009 6.307
H 0.489 0.238 1.206
H -0.656 0.325 2.446
H -2.895 1.180 1.749
H -2.772 2.228 0.206
H -2.189 2.566 1.886
H 0.007 2.406 4.539
H 1.639 2.065 3.986
C 2.118 -0.913 -7.373
C 0.863 -1.715 -7.269
C -1.228 -1.081 1.174
O -0.931 -1.778 2.289
C -0.563 -3.068 1.907
N 0.443 -2.090 -6.148
H 1.768 0.139 -7.425
H 2.668 -0.966 -8.204
H 2.668 -1.041 -6.442
H 0.232 -1.943 -8.101
H -2.443 -1.121 1.141
H -0.877 -1.586 0.198
H 0.136 -3.079 1.077
H -1.483 -3.503 1.419
H -0.147 -3.677 2.712
H 0.906 -1.920 -5.304
H -0.507 -2.471 -6.028
*
```